Entry 1:
118
Properties=species:S:1:pos:R:3:forces:R:3 method="wB97M-V/def2-TZVPD" relative_energy_kcal_mol=66.7 e_tot_ev=-134062.915 lumo_energy_ev=3.6407 molar_mass_g_mol=1178.8 total_charge=-2
Sn -0.6925 -0.1834 -1.1823 -0.7 0.3 0.6
C -0.9129 -6.6730 -0.6327 -0.1 0.0 0.0
O -1.8153 -6.6765 0.4726 0.0 0.0 0.1
C -1.8407 -5.5205 1.2030 0.0 0.2 0.0
C -1.6208 -5.5589 2.5250 0.0 0.0 0.0
C -1.7516 -4.3849 3.3692 0.1 0.0 0.0
C -2.0556 -3.1961 2.8470 0.0 0.1 -0.1
C -2.2647 -2.9911 1.3844 0.0 0.1 0.1
C -3.3153 -0.5915 0.9508 0.7 0.0 0.6
N -2.6194 -0.0312 -0.1780 -0.5 -0.1 0.1
N -3.4742 0.9599 -0.6954 0.2 0.0 -0.1
C -3.0287 1.5551 -1.7469 -0.6 0.0 0.4
O -1.9065 1.2682 -2.3291 1.1 -0.6 0.1
C -3.8559 2.6486 -2.3291 0.0 0.0 0.0
C -3.3625 3.3701 -3.4123 0.0 0.0 0.0
C -4.1062 4.4009 -3.9721 0.0 0.0 0.0
C -5.3537 4.7239 -3.4584 0.0 0.0 0.0
C -5.8498 4.0098 -2.3718 0.0 0.0 0.0
C -5.1072 2.9845 -1.8099 0.0 0.0 0.0
C -2.2946 -4.2612 0.5492 0.0 -0.1 0.2
O -2.6915 -4.2642 -0.5995 0.0 0.0 -0.1
H -1.2828 -6.0361 -1.4342 0.0 0.0 0.0
H -0.8473 -7.7079 -0.9672 0.0 0.0 0.0
H 0.0687 -6.3257 -0.3169 0.2 0.1 0.0
H -1.3448 -6.5094 2.9681 0.0 0.0 0.0
H -1.5665 -4.4931 4.4311 0.0 0.0 0.0
H -2.1228 -2.3059 3.4609 0.0 0.0 0.0
H -4.3127 -0.1455 0.9270 0.1 -0.1 0.0
H -2.3792 3.1185 -3.7872 0.0 0.0 0.0
H -3.7012 4.9605 -4.8075 0.0 0.0 0.0
H -5.9323 5.5315 -3.8924 0.0 0.0 0.0
H -6.8201 4.2607 -1.9571 0.0 0.0 0.0
H -5.4754 2.4253 -0.9601 0.0 0.0 0.0
C 3.1469 -1.5492 -5.4757 0.0 0.0 0.0
C 3.0145 -0.0544 -5.1787 0.0 0.0 0.0
S 1.9665 0.3309 -3.7497 0.0 0.0 -0.1
C 0.5889 1.2010 -4.5180 0.0 0.0 0.0
C -0.2763 0.3820 -5.4680 0.0 0.0 0.0
S -1.0831 -1.0406 -4.6764 -0.1 0.0 -0.1
C -0.7042 -2.3934 -5.8120 0.0 -0.1 0.0
C 0.6787 -3.0296 -5.7035 0.0 0.0 0.0
S 1.9844 -2.2335 -6.6903 0.0 0.0 0.0
H 3.0544 -2.1275 -4.5550 0.0 0.0 0.0
H 4.1371 -1.7586 -5.8879 0.0 0.0 0.0
H 2.6456 0.4805 -6.0559 0.0 0.0 0.0
H 4.0100 0.3425 -4.9628 0.0 0.0 0.0
H 0.9715 2.0745 -5.0500 0.0 0.0 0.0
H 0.0083 1.5802 -3.6733 0.0 0.0 0.0
H 0.3208 0.0043 -6.2986 0.0 0.0 0.0
H -1.0539 1.0312 -5.8769 0.0 0.0 0.0
H -0.9043 -2.0919 -6.8434 0.0 0.0 0.0
H -1.4472 -3.1542 -5.5579 0.0 0.0 0.0
H 0.6204 -4.0580 -6.0689 0.0 0.0 0.0
H 1.0019 -3.0651 -4.6662 0.0 0.0 0.1
C -0.5326 2.6431 5.4354 0.0 -0.1 0.0
O -0.0124 1.4834 6.0962 0.0 -0.1 0.1
C 1.3029 1.2283 5.7646 0.0 0.0 0.0
C 2.3276 1.7410 6.5343 0.0 0.0 0.0
C 3.6533 1.4979 6.1941 0.0 0.0 0.0
C 3.9280 0.7549 5.0574 0.0 0.0 0.0
C 2.9043 0.2332 4.2797 0.0 0.0 0.0
C 1.5717 0.4355 4.6373 -0.1 0.0 -0.1
N 0.4894 -0.0780 3.9365 0.1 -0.1 0.4
C 0.5651 -0.6801 2.6609 -0.1 -0.2 -0.3
N 1.2734 -1.8386 2.7089 -0.3 0.3 -0.1
C 1.7032 -2.7288 1.6829 0.1 0.0 0.0
C 1.0771 -2.8011 0.4475 -0.5 0.4 -0.5
C 1.6855 -3.6856 -0.4535 0.0 0.1 0.1
C 2.7880 -4.4738 -0.1432 0.0 -0.2 0.0
C 3.3300 -4.4206 1.1343 0.1 -0.1 0.0
C 2.7852 -3.5361 2.0439 0.0 0.1 -0.1
O 3.2931 -3.4473 3.3435 0.1 0.0 0.1
C 4.5973 -2.8993 3.3999 0.0 0.0 0.0
N -0.0629 -0.1486 1.6641 0.2 -0.2 0.4
C -0.7286 1.0642 1.9869 0.0 -0.1 -0.4
C -0.0774 2.2891 1.9200 -0.1 0.1 -0.1
C -0.7723 3.4598 2.1948 0.1 0.1 -0.2
C -2.1149 3.4140 2.5276 -0.2 0.1 0.0
C -2.7812 2.1981 2.5644 0.0 0.0 0.0
C -2.0967 1.0252 2.2915 0.0 0.0 -0.1
O -2.7422 -0.1768 2.3016 -0.1 -0.3 -0.6
C -3.4800 -2.1066 1.0736 -0.1 0.2 -0.2
H -1.5904 2.6964 5.6830 0.0 0.0 0.0
H -0.4206 2.5790 4.3496 0.0 0.0 0.2
H -0.0213 3.5429 5.7891 0.0 0.0 0.0
H 2.0653 2.3378 7.3996 0.0 0.0 0.0
H 4.4555 1.9012 6.7981 0.0 0.0 0.0
H 4.9534 0.5837 4.7540 0.0 0.0 0.0
H 3.1329 -0.3178 3.3781 0.0 0.0 0.0
H -0.3778 0.4139 4.0907 0.1 0.0 0.1
H 1.6057 -2.0749 3.6299 0.0 0.0 0.0
H 1.2705 -3.7566 -1.4566 0.0 -0.1 -0.1
H 3.2122 -5.1565 -0.8740 0.0 0.0 0.0
H 4.1614 -5.0510 1.4290 0.0 0.0 0.0
H 4.9060 -2.9099 4.4450 0.0 0.0 0.0
H 4.6095 -1.8686 3.0311 0.0 0.0 0.0
H 5.3033 -3.4863 2.8064 0.0 0.0 0.0
H 0.9562 2.3151 1.5998 0.0 0.0 0.0
H -0.2634 4.4087 2.1086 0.0 0.0 0.0
H -2.6574 4.3326 2.7178 0.0 0.0 0.0
H -3.8427 2.1422 2.7724 0.0 0.0 0.0
H -4.2229 -2.2734 1.8600 -0.1 0.0 -0.1
H -1.3422 -2.4864 1.0392 0.3 0.0 -0.2
H -3.8976 -2.4514 0.1279 -0.1 0.1 0.0
F 1.1102 6.5471 -1.1528 0.0 0.0 0.0
C 0.6278 5.3080 -1.4498 0.1 0.0 0.0
F 0.0624 5.4107 -2.6682 0.0 0.0 0.0
F -0.3557 5.0698 -0.5837 0.0 0.0 0.0
C 1.7064 4.1519 -1.4196 0.0 -0.1 0.0
O 1.1599 2.9749 -1.3460 0.0 0.0 0.0
C 2.5948 4.3235 -2.7159 0.1 0.1 0.0
F 3.7515 3.6432 -2.6025 0.0 0.0 0.0
F 2.9392 5.6074 -3.0108 0.0 0.0 0.0
F 1.9715 3.8508 -3.8000 0.0 0.0 0.0
C 2.6581 4.4410 -0.1860 0.0 0.0 0.1
F 3.5488 5.4515 -0.3562 0.0 0.0 0.0
F 1.9399 4.7634 0.9151 0.0 0.0 0.0
F 3.3715 3.3573 0.1332 0.0 0.0 0.0

Entry 2:
103
Properties=species:S:1:pos:R:3:forces:R:3 method="wB97M-V/def2-TZVPD" relative_energy_kcal_mol=23.1 e_tot_ev=-65498.160 lumo_energy_ev=-0.7500 molar_mass_g_mol=754.9
C 1.1006 4.8400 2.1993 -0.4 0.3 -0.5
C 0.2171 4.1557 1.1024 0.6 0.1 0.3
C 0.7906 3.6810 -0.0310 -1.8 -0.2 0.5
C -0.1414 3.0545 -1.0842 0.6 0.3 0.0
O 0.2975 2.8888 -2.2067 -0.4 -0.2 0.4
C -1.6075 2.6864 -0.7521 -0.7 0.1 0.7
C -2.3359 1.8674 -1.6916 -1.2 0.2 1.0
C -3.7205 1.5091 -1.4255 1.3 2.0 2.3
C -4.3357 2.0412 -0.1815 1.5 -0.3 -1.4
C -3.6103 2.8861 0.7522 0.2 -0.5 -0.8
C -4.3440 3.4357 2.0026 0.0 0.9 -0.6
N -4.0225 2.7255 3.2584 -0.5 0.3 -0.4
C -2.2148 3.2102 0.4813 -0.2 -1.2 -1.6
C -1.3208 4.0810 1.3824 0.5 -0.1 -0.6
O -1.7528 4.7525 2.2959 0.0 -0.5 -0.3
H 1.9158 5.4315 1.7051 -0.6 -0.8 0.4
H 0.5085 5.5875 2.7920 0.4 -1.0 -0.4
H 1.5627 4.0635 2.8641 -0.5 0.8 -0.5
H 1.8878 3.7777 -0.2140 -1.1 -0.2 -0.1
H -1.8623 1.5042 -2.6346 -0.3 0.5 1.1
H -4.2869 0.8845 -2.1429 0.4 0.5 0.7
H -5.4059 1.7643 -0.0112 1.1 0.4 0.1
H -4.0829 4.5292 2.1034 -0.2 -1.0 -0.3
H -5.4581 3.4227 1.8323 1.1 -0.4 0.1
H -3.0376 2.4737 3.3166 -0.3 0.3 0.1
H -4.2515 3.3916 4.0019 0.4 -0.6 -0.1
N -1.4588 0.9481 5.4678 0.4 -0.3 -0.2
C -0.6979 0.9975 4.3661 -0.3 0.1 0.3
C 0.3026 0.0834 4.0782 0.0 0.0 0.0
C 0.5350 -0.9406 4.9810 0.1 -0.1 0.0
C -0.2367 -1.0133 6.1284 0.0 0.0 0.0
C -1.2156 -0.0510 6.3226 -0.2 0.3 -0.1
H -0.9143 1.8179 3.6888 0.1 0.0 0.0
H 0.8846 0.1716 3.1699 0.0 0.0 0.0
H 1.3094 -1.6749 4.7920 0.0 0.0 0.0
H -0.0834 -1.7994 6.8564 0.0 0.0 0.0
H -1.8479 -0.0680 7.2041 0.0 -0.1 0.0
N 4.6475 3.0533 -0.1261 0.2 -0.3 -0.1
C 5.4223 3.0860 -1.2159 -0.3 0.1 0.2
C 6.4203 2.1616 -1.4804 -0.1 0.0 0.1
C 6.6314 1.1463 -0.5626 0.2 -0.1 0.0
C 5.8440 1.0909 0.5755 0.0 0.1 0.0
C 4.8703 2.0620 0.7444 -0.2 0.3 -0.1
H 5.2203 3.9010 -1.9029 0.0 0.0 0.0
H 7.0158 2.2353 -2.3814 0.0 0.0 0.0
H 7.4022 0.4042 -0.7323 -0.1 0.0 0.1
H 5.9814 0.3118 1.3141 0.0 0.0 0.0
H 4.2254 2.0592 1.6175 0.0 0.0 0.0
N -4.2316 -0.9906 -4.7540 -0.3 0.1 -0.2
C -3.9162 -1.3236 -6.0095 0.1 0.0 0.3
C -4.8044 -1.2579 -7.0709 -0.1 0.0 0.0
C -6.0963 -0.8263 -6.8180 -0.1 0.0 -0.1
C -6.4478 -0.4782 -5.5237 0.0 0.0 0.0
C -5.4831 -0.5759 -4.5332 0.3 -0.1 0.1
H -2.8948 -1.6581 -6.1568 0.0 0.0 -0.1
H -4.4928 -1.5377 -8.0687 0.0 0.0 0.0
H -6.8215 -0.7621 -7.6205 0.0 0.0 0.0
H -7.4476 -0.1380 -5.2877 0.0 0.0 0.0
H -5.7076 -0.3112 -3.5049 -0.1 0.0 0.0
N 9.9578 -0.8631 -1.4409 0.2 0.1 -0.3
C 9.5373 -0.2148 -2.5313 0.0 -0.1 0.3
C 10.3645 0.1414 -3.5848 0.1 0.0 0.0
C 11.7076 -0.1895 -3.5036 0.1 0.0 -0.1
C 12.1680 -0.8602 -2.3819 0.0 0.0 -0.1
C 11.2565 -1.1732 -1.3855 -0.3 0.0 0.1
H 8.4789 0.0244 -2.5473 0.0 0.0 -0.1
H 9.9676 0.6642 -4.4453 0.0 0.0 0.0
H 12.3879 0.0722 -4.3055 0.0 0.0 0.0
H 13.2100 -1.1349 -2.2823 0.0 0.0 0.0
H 11.5685 -1.7007 -0.4902 0.1 0.0 0.0
N 5.7728 -1.5978 -2.3312 -0.4 0.1 -0.3
C 6.0618 -1.9376 -3.5920 0.1 0.0 0.4
C 5.1581 -1.8640 -4.6400 0.0 0.0 0.0
C 3.8761 -1.4160 -4.3694 -0.1 0.0 -0.1
C 3.5484 -1.0594 -3.0718 0.0 0.0 0.0
C 4.5259 -1.1655 -2.0947 0.4 -0.1 0.0
H 7.0768 -2.2860 -3.7551 0.0 0.0 -0.1
H 5.4512 -2.1507 -5.6416 0.0 0.0 0.0
H 3.1397 -1.3452 -5.1612 0.0 0.0 0.0
H 2.5565 -0.7055 -2.8226 0.0 0.0 0.0
H 4.3173 -0.8937 -1.0654 -0.1 0.0 0.0
N -7.7536 -0.9775 -0.2146 0.1 -0.4 0.0
C -6.9648 -1.8328 0.4506 -0.2 0.5 -0.1
C -6.8778 -3.1835 0.1624 0.0 0.0 0.0
C -7.6479 -3.6815 -0.8728 0.0 -0.2 -0.1
C -8.4724 -2.8182 -1.5758 0.0 -0.1 0.0
C -8.4903 -1.4820 -1.2092 0.2 0.2 0.2
H -6.3777 -1.3961 1.2516 0.0 0.0 0.0
H -6.2203 -3.8275 0.7316 0.0 0.0 0.0
H -7.6044 -4.7326 -1.1330 0.0 0.0 0.0
H -9.0852 -3.1762 -2.3928 0.0 0.0 0.0
H -9.1162 -0.7670 -1.7334 0.0 -0.1 0.0
N -2.4677 -5.1984 6.2898 -0.3 0.3 -0.1
C -2.2316 -4.0452 5.6556 0.1 -0.3 0.1
C -3.1960 -3.0738 5.4368 0.0 0.0 0.0
C -4.4810 -3.3106 5.8975 -0.1 0.1 0.0
C -4.7507 -4.4997 6.5563 0.0 0.0 0.0
C -3.7142 -5.4038 6.7268 0.3 -0.1 0.0
H -1.2120 -3.9074 5.3112 0.0 0.1 0.0
H -2.9478 -2.1561 4.9189 0.0 0.0 0.0
H -5.2636 -2.5765 5.7451 0.0 0.0 0.0
H -5.7421 -4.7203 6.9299 0.0 0.0 0.0
H -3.8753 -6.3465 7.2392 -0.1 0.0 0.0